Here is a structure of composition C27H76F10N11O28S10 from the OMol25 dataset. Energies are from the ωB97M-V functional and the def2-TZVPD basis.

- total charge = +1
- E_LUMO (eV) = -2.20
- spin multiplicity = 1
- HOMO energy (eV) = -9.86
- gap between HOMO and LUMO (eV) = 7.653

```
162
Properties=species:S:1:pos:R:3:forces:R:3
C 9.041 9.338 17.819 -0.777 -0.512 0.299
C 9.178 10.448 16.834 -2.369 0.123 -0.878
C 9.418 11.779 17.420 0.500 1.857 0.912
O 9.948 12.744 16.506 -0.460 -0.717 0.168
C 8.935 13.550 15.889 0.295 0.089 -0.065
N 10.261 10.207 15.900 0.896 0.220 -2.125
H 11.164 10.045 16.389 -0.324 0.202 -0.246
H 10.112 9.387 15.280 0.149 0.498 0.406
H 10.350 11.062 15.258 0.253 -1.098 0.911
H 8.896 8.405 17.251 -0.005 0.146 0.550
H 8.143 9.560 18.403 -0.014 -0.347 -0.086
H 9.839 9.230 18.551 0.430 0.061 -0.233
H 8.206 10.549 16.290 0.891 -0.560 -0.281
H 10.163 11.555 18.169 0.574 0.746 0.600
H 8.536 12.247 17.892 0.221 -0.716 0.037
H 9.486 14.356 15.411 -0.241 0.137 0.061
H 8.216 13.902 16.629 0.175 0.281 0.198
H 8.357 13.045 15.121 0.142 -0.385 -0.175
C 13.290 16.640 13.725 -0.548 0.749 0.000
C 14.275 17.780 13.607 0.285 -0.691 0.320
C 15.396 17.619 14.667 -0.847 0.685 -1.951
O 14.797 17.789 15.907 1.310 0.052 0.086
C 15.853 17.717 16.868 -0.545 0.166 1.357
N 14.841 17.497 12.217 1.032 0.270 0.938
H 15.529 16.701 12.270 -0.093 0.172 -0.202
H 14.060 17.110 11.701 0.028 0.308 -0.814
H 15.305 18.308 11.783 -0.404 -0.483 -0.055
H 12.634 16.652 14.584 0.262 0.074 0.399
H 13.885 15.753 13.679 -0.055 -1.026 0.080
H 12.627 16.705 12.871 -0.353 -0.341 -0.260
H 13.785 18.757 13.609 0.345 -0.026 -0.020
H 16.211 18.334 14.443 -0.177 -0.089 0.436
H 15.791 16.614 14.563 0.326 -0.437 -0.046
H 15.319 17.979 17.796 0.702 -0.055 -0.071
H 16.692 18.409 16.673 -0.554 -0.019 -0.057
H 16.314 16.718 16.978 -0.388 0.109 -0.330
C 13.349 14.099 17.174 1.578 -1.065 0.392
C 14.666 13.445 16.739 -0.069 0.606 -1.427
C 15.629 12.966 17.759 0.689 0.391 2.124
O 16.813 12.427 17.229 -0.614 -1.598 -0.135
C 17.582 13.363 16.513 0.608 1.502 -0.369
N 14.416 12.188 15.960 0.620 -1.520 0.136
H 13.796 12.202 15.160 -0.844 0.545 -0.324
H 15.285 11.792 15.531 -0.298 0.546 0.657
H 14.111 11.459 16.651 -0.084 0.313 -0.785
H 13.622 14.919 17.833 -0.311 0.108 -0.030
H 12.759 13.347 17.680 -0.419 0.166 0.265
H 12.861 14.433 16.290 -0.596 0.429 -0.572
H 15.191 14.120 16.066 -0.176 -0.045 -0.134
H 15.115 12.217 18.387 0.442 -0.153 -0.173
H 15.986 13.729 18.465 -0.648 0.516 -0.127
H 18.521 12.952 16.169 -0.012 -0.576 0.096
H 17.892 14.181 17.168 -0.329 0.026 -0.162
H 17.073 13.780 15.641 -0.116 -0.206 0.116
C 18.041 11.053 13.482 -1.905 -0.876 2.419
C 17.060 10.092 14.174 1.504 -0.171 -1.650
O 16.263 10.064 15.041 0.367 0.491 -0.411
N 17.314 8.678 13.432 0.702 -0.574 0.595
H 17.379 8.777 12.400 -0.350 0.198 0.689
H 18.308 8.462 13.714 -1.299 -0.118 -0.166
C 16.295 7.632 13.820 1.165 -0.555 -0.368
H 18.978 10.569 13.281 0.563 -0.103 0.510
H 18.075 11.921 14.164 0.500 -0.291 -0.940
H 17.582 11.234 12.527 -0.303 0.579 -0.220
H 16.116 7.622 14.884 -0.115 0.604 0.255
H 16.717 6.639 13.615 -0.266 0.347 -0.440
H 15.410 7.871 13.252 -0.354 -0.201 0.042
C 15.316 11.823 23.236 0.340 -0.531 -0.022
O 16.253 12.576 22.455 -1.853 0.622 0.632
C 17.503 11.950 22.281 -1.155 0.072 -0.781
C 17.992 12.236 20.894 0.786 1.541 1.071
N 17.698 11.268 19.821 0.165 0.459 -0.379
H 16.834 10.703 19.946 0.253 0.429 0.448
H 17.593 11.784 18.897 0.415 -0.475 0.814
C 18.830 10.306 19.751 -0.095 -1.636 -0.141
C 18.192 8.967 19.345 0.740 0.096 -0.867
O 17.086 8.858 20.178 -1.007 0.593 0.820
C 16.578 7.583 20.457 -0.012 -0.885 0.189
H 15.017 10.926 22.682 0.102 0.043 0.143
H 14.413 12.403 23.401 0.014 0.293 -0.158
H 15.719 11.525 24.227 0.007 0.149 -0.483
H 17.331 10.915 22.420 0.311 -1.430 0.292
H 18.146 12.342 23.041 0.923 0.044 0.295
H 19.060 12.376 21.054 -0.017 -0.618 -0.868
H 17.700 13.238 20.607 -0.524 0.095 -0.203
H 19.282 10.120 20.728 -0.420 0.500 0.164
H 19.632 10.718 19.150 -0.169 -0.080 -0.441
H 18.874 8.121 19.412 0.276 0.029 0.505
H 17.874 8.949 18.308 -0.235 0.248 -0.494
H 17.357 7.043 20.996 -0.041 -0.401 -0.015
H 16.293 7.052 19.546 0.106 -0.012 0.006
H 15.688 7.619 21.110 0.454 0.493 -0.352
C 13.489 14.883 20.722 0.257 -0.550 -0.475
O 14.552 15.210 21.605 0.065 0.509 0.134
C 14.405 16.394 22.389 1.532 0.274 -0.640
C 15.747 16.553 23.189 -2.362 -1.316 0.600
N 16.042 15.121 23.687 1.009 1.125 0.349
H 15.907 14.434 22.910 -0.186 0.107 0.328
H 17.030 15.109 23.891 0.664 -0.193 -0.175
C 15.413 14.706 24.986 -1.409 -0.791 -1.003
C 13.907 14.812 24.943 -1.077 -0.068 0.849
O 13.500 16.092 25.341 0.748 0.744 -0.427
C 12.122 16.339 25.351 -1.013 0.058 -0.875
H 13.738 13.888 20.305 -0.073 0.586 0.166
H 13.333 15.594 19.887 0.319 -0.082 0.561
H 12.562 14.774 21.266 -0.478 0.070 0.263
H 13.522 16.361 23.028 0.153 0.073 -0.036
H 14.398 17.282 21.763 -0.522 0.153 -0.312
H 15.554 17.223 24.035 0.173 -0.410 0.023
H 16.575 16.956 22.626 0.181 -0.420 -0.404
H 15.821 15.298 25.774 0.286 0.402 0.526
H 15.562 13.639 25.168 0.800 0.274 -0.259
H 13.467 14.101 25.650 0.240 -0.260 0.126
H 13.485 14.517 23.976 0.187 0.117 -0.205
H 11.592 15.970 24.436 0.554 0.117 0.361
H 11.947 17.423 25.387 0.261 -0.362 0.170
H 11.635 15.859 26.188 -0.102 -0.128 0.431
N 16.295 12.591 11.938 -0.843 -1.518 -4.025
S 16.396 13.933 12.641 -3.266 -0.620 2.162
O 15.477 13.854 13.874 2.896 0.999 -3.026
O 16.402 15.134 11.843 -0.663 0.516 0.463
F 17.834 13.868 13.148 0.952 0.452 1.062
S 16.014 12.424 10.222 -4.992 4.364 5.418
O 15.014 13.415 9.893 0.729 -1.640 -0.198
O 15.908 11.080 9.921 0.002 -2.748 -0.419
F 17.237 12.948 9.640 4.300 1.176 -1.807
N 13.222 9.773 18.025 1.245 0.683 0.800
S 13.195 10.309 19.567 -1.268 -0.159 0.395
O 14.431 10.638 20.267 -1.107 -0.525 -1.527
O 12.137 9.684 20.309 0.974 0.184 -0.177
F 12.552 11.772 19.253 0.715 -0.716 -0.262
S 13.560 8.203 17.763 -0.762 1.515 -2.917
O 12.587 7.388 18.319 -1.542 -1.683 1.662
O 14.908 7.829 17.678 1.815 0.086 0.784
F 13.181 8.140 16.173 -0.135 0.961 0.964
N 12.356 11.402 13.530 -0.936 0.152 -1.041
S 12.414 10.010 12.757 -0.276 -0.319 2.595
O 13.620 9.417 13.176 1.382 -0.719 -0.374
O 11.861 9.909 11.479 -0.282 0.317 -1.302
F 11.357 9.112 13.663 -0.005 0.485 -0.310
S 11.497 12.564 12.840 2.438 3.956 1.650
O 10.151 12.674 13.220 -2.064 -1.223 0.774
O 11.882 13.133 11.614 0.443 -1.126 -1.420
F 12.163 13.817 13.827 -0.449 -1.631 -0.129
N 20.707 14.075 13.754 0.723 -4.090 0.390
S 21.506 12.595 14.095 0.382 5.241 -0.839
O 20.641 11.516 14.343 -1.385 -1.353 0.186
O 22.690 12.690 14.868 -0.077 0.142 -0.006
F 21.977 12.425 12.597 -0.206 -0.320 0.298
S 20.381 15.303 14.636 -1.868 -0.169 0.666
O 21.505 15.968 15.149 1.132 0.685 1.318
O 19.151 15.263 15.493 2.355 0.026 -2.183
F 20.008 16.225 13.387 -0.842 0.019 0.236
N 20.779 14.427 20.264 -0.254 -2.809 0.377
S 21.577 13.299 21.175 -1.133 3.484 0.184
O 22.952 13.537 21.194 1.832 -0.530 -0.576
O 21.038 11.982 21.226 -0.325 -0.612 -0.214
F 21.176 13.982 22.577 -0.664 -0.551 -0.081
S 20.298 13.939 18.809 -0.956 2.025 1.414
O 19.183 13.036 18.644 -0.106 0.120 1.051
O 21.322 13.700 17.910 2.321 -0.395 -1.796
F 19.675 15.366 18.487 -0.094 -0.560 -0.199
```
Forces are in eV/Å.